{
  "formula": "C6H14FeO3",
  "method": "the ωB97M-V functional and the def2-TZVPD basis",
  "spin_multiplicity": 7,
  "gap_ev": [7.64, 7.26],
  "total_charge": 2,
  "lumo_ev": [-8.99, -12.19],
  "s2": 12.02,
  "homo_energy_ev": [-16.6, -19.4],
  "e_above_lowest_kcal_mol": 0.1,
  "species": ["C", "O", "C", "O", "C", "C", "O", "C", "Fe", "H", "H", "H", "H", "H", "H", "H", "H", "H", "H", "H", "C", "H", "H", "H"],
  "positions_angstrom": [[-1.3599, 1.4026, 6.1921], [-1.8866, 2.5152, 5.5439], [-1.4522, 0.1544, 5.3167], [-2.8069, 0.1313, 4.8173], [-3.1241, -0.6580, 3.7426], [-4.4873, -0.3330, 3.2461], [-4.5757, 1.1016, 3.1766], [-5.6725, 1.5710, 2.3939], [-3.3841, 2.0595, 4.4693], [-1.8904, 1.1980, 7.1438], [-0.2927, 1.5376, 6.4478], [-1.2577, -0.7734, 5.8704], [-0.7791, 0.2268, 4.4500], [-2.7404, -1.6786, 3.7388], [-2.1932, 0.2382, 1.8875], [-5.3017, -0.6974, 3.8984], [-4.6283, -0.7702, 2.2478], [-5.6415, 2.6645, 2.4028], [-5.5688, 1.2043, 1.3645], [-6.6137, 1.2167, 2.8354], [-2.3627, 0.7940, 0.8693], [-2.6832, 1.8216, 1.0784], [-1.4590, 0.7554, 0.2517], [-3.2060, 0.2666, 0.4069]],
  "mulliken_charge": [-0.147, -0.347, -0.405, -0.362, -0.771, -0.029, -0.163, -0.704, 1.060, 0.366, 0.395, 0.386, 0.362, 0.372, 0.124, 0.495, 0.467, 0.340, 0.276, 0.314, -0.807, 0.193, 0.345, 0.240]
}

{
  "formula": "C8HClF6I2NO6S2",
  "method": "the ωB97M-V functional and the def2-TZVPD basis",
  "gap_ev": 7.88,
  "total_charge": -1,
  "lumo_ev": 0.97,
  "homo_energy_ev": -6.9,
  "species": ["O", "C", "C", "C", "I", "C", "O", "C", "I", "C", "Cl", "H", "C", "F", "F", "F", "S", "O", "O", "N", "S", "O", "O", "C", "F", "F", "F"],
  "positions_angstrom": [[0.9687, -2.1605, 3.3657], [0.5028, -1.0675, 3.0065], [1.3676, 0.2456, 2.7364], [0.7834, 1.4649, 3.1727], [1.7882, 3.3467, 2.8346], [-0.6409, 1.3861, 3.9214], [-0.8804, 2.0575, 4.9353], [-1.6679, 0.3403, 3.2654], [-3.7715, 0.7889, 3.0504], [-1.0850, -0.8775, 2.8153], [-2.1184, -2.1361, 2.0149], [2.3711, 0.1864, 2.2186], [-2.2120, -0.3908, -1.4883], [-3.0052, -0.6507, -0.4278], [-2.6303, -1.1983, -2.4867], [-2.5035, 0.8672, -1.8848], [-0.4327, -0.6062, -1.1232], [-0.3039, -2.0009, -0.7453], [-0.1631, 0.3425, -0.0557], [0.1011, -0.2158, -2.5627], [1.6817, -0.2671, -2.6868], [2.2876, -1.5846, -2.6532], [2.4160, 0.7626, -1.9746], [1.7737, 0.2353, -4.4412], [1.2248, 1.4514, -4.6540], [1.1107, -0.6178, -5.2522], [3.0375, 0.2984, -4.9009]],
  "mulliken_charge": [-0.549, 0.202, -0.298, -0.020, 0.081, 0.524, -0.538, -0.352, 0.109, 0.510, -0.126, 0.389, 0.639, -0.195, -0.243, -0.241, 1.012, -0.652, -0.543, -0.394, 1.043, -0.645, -0.651, 0.637, -0.240, -0.240, -0.221]
}

{
  "formula": "C37H52F17N3O3S",
  "method": "the ωB97M-V functional and the def2-TZVPD basis",
  "spin_multiplicity": 3,
  "gap_ev": [8.97, 8.98],
  "lumo_ev": [0.54, 0.05],
  "s2": 2.01,
  "homo_energy_ev": [-8.4, -8.9],
  "species": ["C", "C", "C", "C", "C", "C", "N", "C", "C", "O", "C", "S", "C", "F", "F", "C", "F", "F", "C", "F", "F", "C", "F", "F", "C", "F", "F", "C", "F", "F", "C", "F", "F", "C", "F", "F", "F", "C", "C", "H", "H", "H", "H", "H", "H", "H", "H", "H", "H", "H", "H", "H", "H", "H", "H", "C", "C", "C", "C", "C", "C", "N", "O", "C", "C", "C", "H", "H", "H", "H", "H", "H", "H", "H", "H", "H", "H", "H", "H", "H", "H", "H", "H", "H", "C", "C", "C", "C", "C", "C", "N", "O", "C", "C", "C", "H", "H", "H", "H", "H", "H", "H", "H", "H", "H", "H", "H", "H", "H", "H", "H", "H", "H"],
  "positions_angstrom": [[-0.7075, 0.0248, -3.5142], [-0.5952, 1.0292, -2.3930], [0.4156, 0.9530, -1.4805], [0.4693, 1.8753, -0.4814], [-0.4450, 2.8732, -0.3481], [-0.3985, 3.8858, 0.7578], [-0.2939, 3.3259, 2.1141], [-1.3510, 2.3917, 2.4661], [-2.7320, 3.0802, 2.4133], [-3.8015, 2.3304, 2.9625], [-4.1468, 1.2491, 2.1417], [-5.7231, 0.5412, 2.6700], [-1.1196, 1.7936, 3.8472], [-1.8949, 0.7208, 4.0823], [-1.4510, 2.7248, 4.7799], [0.3294, 1.3642, 4.2045], [0.2888, 0.9183, 5.4827], [1.1844, 2.3922, 4.2146], [0.8783, 0.1736, 3.3762], [0.5558, 0.2262, 2.0713], [0.2867, -0.9256, 3.8717], [2.4238, -0.0551, 3.4812], [2.6465, -1.3741, 3.3682], [2.8874, 0.2999, 4.6825], [3.2365, 0.7037, 2.3793], [2.6205, 1.8125, 1.9546], [4.4046, 1.0875, 2.9286], [3.6239, -0.1973, 1.1767], [2.5842, -0.9486, 0.7712], [4.6118, -1.0264, 1.5483], [4.1172, 0.5884, -0.0552], [3.0745, 1.1452, -0.6906], [4.9618, 1.5796, 0.2814], [4.8912, -0.2889, -1.0891], [6.1414, -0.5050, -0.6899], [4.2750, -1.4530, -1.3060], [4.9384, 0.3806, -2.2444], [-1.4537, 2.9454, -1.2666], [-1.5184, 2.0300, -2.2805], [-1.2710, -0.8562, -3.2181], [-1.2561, 0.4905, -4.3267], [0.2865, -0.2431, -3.8569], [1.1619, 0.1779, -1.5273], [1.2578, 1.8057, 0.2539], [0.5050, 4.4792, 0.6074], [-1.2181, 4.5943, 0.6342], [-0.3858, 4.1133, 2.7481], [-1.4253, 1.5671, 1.7618], [-2.9871, 3.2984, 1.3743], [-2.6976, 4.0415, 2.9181], [-4.2469, 1.5521, 1.0976], [-3.4014, 0.4569, 2.1652], [-5.3619, -0.7390, 2.8385], [-2.1927, 3.7297, -1.2067], [-2.3151, 2.1260, -3.0024], [-0.4728, -5.3170, 4.3226], [-1.6056, -4.8112, 3.3955], [-2.3192, -3.6232, 4.0430], [-3.2619, -4.0079, 5.1826], [-4.2284, -5.1045, 4.7381], [-3.5139, -6.3232, 4.1547], [-2.5515, -5.9252, 3.0854], [-3.2019, -5.6533, 1.9985], [-2.7976, -7.0924, 5.2807], [-4.5456, -7.3027, 3.6021], [-0.9060, -4.3260, 2.1282], [-0.2832, -6.3799, 4.1711], [0.4624, -4.7993, 4.1117], [-0.6800, -5.1510, 5.3795], [-2.9011, -3.0927, 3.2813], [-1.5746, -2.9131, 4.4094], [-2.6933, -4.3286, 6.0596], [-3.8273, -3.1278, 5.4958], [-4.8466, -5.4153, 5.5831], [-4.9138, -4.6882, 3.9927], [-2.2042, -7.9125, 4.8743], [-3.5331, -7.5211, 5.9616], [-2.1470, -6.4724, 5.8921], [-5.1992, -6.8439, 2.8622], [-5.1772, -7.6642, 4.4132], [-4.0605, -8.1651, 3.1421], [-0.4040, -5.1484, 1.6151], [-0.1540, -3.5817, 2.3899], [-1.5951, -3.8569, 1.4274], [2.7845, 4.7265, -4.8917], [2.6355, 3.1922, -4.7441], [3.8072, 2.4847, -5.4304], [3.7132, 2.4695, -6.9560], [2.3542, 1.9376, -7.4097], [1.1822, 2.6876, -6.7773], [1.3181, 2.7492, -5.2928], [0.9964, 1.6027, -4.7810], [1.0859, 4.1020, -7.3798], [-0.1275, 2.0050, -7.1621], [2.7078, 2.9138, -3.2476], [1.8130, 5.2210, -4.8787], [3.3580, 5.1424, -4.0641], [3.3080, 5.0194, -5.8015], [3.8593, 1.4491, -5.0787], [4.7409, 2.9611, -5.1235], [3.8901, 3.4692, -7.3623], [4.5053, 1.8356, -7.3597], [2.2795, 1.9982, -8.4976], [2.2909, 0.8747, -7.1559], [0.3152, 4.6872, -6.8762], [0.8168, 4.0373, -8.4342], [2.0171, 4.6613, -7.3409], [-0.1443, 0.9523, -6.8848], [-0.2639, 2.0579, -8.2419], [-0.9795, 2.4969, -6.6899], [1.8702, 3.3745, -2.7187], [3.6303, 3.3227, -2.8353], [2.7047, 1.8502, -3.0269]],
  "mulliken_charge": [-1.788, 0.747, -0.330, 1.419, 0.459, -1.922, 0.048, -0.504, -1.037, -0.359, -0.137, -0.223, 0.810, -0.191, -0.367, 0.613, -0.316, -0.256, 0.399, -0.181, -0.315, 0.676, -0.274, -0.326, 0.410, -0.255, -0.372, 0.866, -0.222, -0.340, 0.287, 0.015, -0.312, 0.502, -0.247, -0.247, -0.211, -0.954, -1.071, 0.390, 0.347, 0.398, 0.387, -0.006, 0.440, 0.553, 0.399, 0.351, 0.539, 0.337, 0.334, 0.046, 0.091, 0.419, 0.416, -1.954, 2.180, -0.838, -0.748, -1.351, 1.669, 0.465, -0.604, -1.751, -1.808, -1.846, 0.362, 0.498, 0.324, 0.425, -0.051, 0.306, 0.465, 0.420, 0.357, 0.361, 0.445, 0.314, 0.366, 0.415, 0.447, 0.462, 0.334, 0.382, -1.992, 2.452, -1.202, -0.601, -1.209, 1.723, 0.248, -0.298, -1.683, -1.998, -2.512, 0.352, 0.514, 0.316, 0.317, 0.383, 0.316, 0.401, 0.401, 0.343, 0.376, 0.438, 0.312, 0.321, 0.470, 0.439, 0.557, 0.656, 0.178]
}

| no. | electronic energy (eV) |
| --- | --- |
| 1 | -46955.738 |
| 2 | -88784.851 |
| 3 | -106854.265 |